Computed, not measured: an isolated ion of composition C15H28N6O3 and charge +2 in a non-equilibrium geometry, with ωB97M-V with the def2-TZVPD basis set.

The geometry in ORCA input format:
```
! wB97M-V def2-TZVPD RIJCOSX def2/J DEFGRID3
* xyz 2 1
C 2.7170 0.7602 4.9159
N 1.8483 -0.1380 4.1453
C 0.9451 0.2265 3.2423
O 0.7050 1.4166 2.9403
C 0.2459 -0.8758 2.4146
C -0.6499 -1.8283 3.2717
C -0.7536 -3.2605 2.6566
C -1.3866 -3.3643 1.2708
C -0.3799 -3.7218 0.1590
N -1.0257 -3.7567 -1.1851
N -0.5777 -0.2890 1.3013
C -0.1050 0.5318 0.3291
O 1.0891 0.7634 0.1779
C -1.0988 1.2026 -0.6250
C -1.1986 2.6690 -0.2298
C 0.0839 3.4798 -0.0559
C 0.5634 4.4586 -0.9123
N 1.7183 4.9681 -0.3564
C 1.9965 4.3029 0.7866
N 0.9763 3.4367 0.9959
N -0.6613 1.0639 -2.0213
C -0.5128 -0.0948 -2.6686
C -0.0696 -0.0328 -4.1026
O -0.6860 -1.2063 -2.1103
H 3.2857 1.3637 4.2370
H 3.4785 0.2017 5.4677
H 2.2058 1.3795 5.6355
H 1.8601 -1.1001 4.4348
H 1.0751 -1.4680 2.0011
H -1.6366 -1.3762 3.4520
H -0.1501 -1.9330 4.2279
H -1.3808 -3.8326 3.3252
H 0.2333 -3.7383 2.6548
H -2.0669 -4.2450 1.3302
H -2.0524 -2.5220 1.0200
H 0.0881 -4.7001 0.4183
H 0.4400 -3.0306 0.1164
H -1.9361 -4.1906 -1.0761
H -1.1151 -2.8147 -1.5943
H -0.4680 -4.3080 -1.8041
H -1.5238 -0.5323 1.3819
H -2.0935 0.7006 -0.5276
H -1.8400 3.1401 -0.9954
H -1.7538 2.6817 0.7165
H 0.0510 4.8147 -1.7825
H 2.2808 5.7513 -0.7081
H 2.8320 4.4802 1.4295
H 0.9229 2.7369 1.7483
H -0.4287 1.8867 -2.5653
H -0.7654 0.5685 -4.6953
H 0.9464 0.4335 -4.1497
H 0.0303 -1.0474 -4.5410
*
```

Its LUMO energy is -4.610 eV. Its SMILES is CNC(=O)[C@@H](CCCC[NH3+])NC(=O)[C@@H](Cc1c[nH]c[nH+]1)NC(C)=O. The frontier orbital gap is 0.384 Ha. Its energy relative to the best compared isomer or geometry (same formula, charge and spin) is 4.0 kcal per mole.